A structure of composition C3H3Cl2CoEuNO3 at a distorted geometry, computed with ωB97M-V with the def2-TZVPD basis set.

Energy in a.u.: -3407.96007
Strongest force on any atom in eV Å⁻¹: 11.17
Total charge: +4
<S²>: 30.02
Multiplicity: 11

Geometry as XYZ:
```
14
Properties=species:S:1:pos:R:3:forces:R:3
Co -0.3752 -1.0983 -1.6671 3.0 -0.3 4.7
Eu 0.0464 0.9319 0.6153 -1.1 2.5 0.1
Cl 1.8039 -0.1623 -1.0530 0.5 -1.1 -1.1
Cl -1.0290 -1.8030 0.5701 0.0 -0.6 -0.5
C -1.8254 1.2866 2.1769 -7.8 2.0 5.7
C 0.0954 -0.5986 -3.2518 2.2 2.5 -10.3
C -1.8381 -1.8250 -2.2079 -9.1 -4.6 -4.5
O -2.7631 1.5435 2.8457 6.1 -1.7 -4.3
O 0.4024 -0.2940 -4.3371 -1.7 -1.7 6.4
O -2.8127 -2.3317 -2.6091 5.8 3.0 2.5
N 1.8675 1.0604 2.1181 1.4 -0.4 -0.2
H 2.3293 0.1459 2.1897 0.3 0.3 0.6
H 1.6300 1.4491 3.0333 0.1 0.1 0.4
H 2.4686 1.6955 1.5768 0.4 0.1 0.5
```
Forces are in eV/Å.